# 1
Formula: C4H8N2O
Source: the Open Molecules 2025 dataset
Level of theory: the ωB97M-V functional and the def2-TZVPD basis

## Properties
F_max, eV/Å: 2.11
Relative energy (zero: lowest compared OMol25 entry of this formula, charge and spin), eV: 4.839
Lowest unoccupied orbital energy, eV: 0.853
HOMO-LUMO gap, eV: 8.57

ORCA input file:
```
! RIJCOSX wB97M-V def2-TZVPD def2/J DEFGRID3
* xyz 0 1
O 0.247 1.260 -1.070
N 2.081 1.069 0.420
N 0.434 -1.417 0.964
C -0.795 0.259 -1.103
C -1.828 0.522 -0.063
C 1.118 0.626 -0.254
C 0.656 -0.792 -0.254
H 2.173 2.075 0.297
H -1.386 0.496 0.946
H -2.268 1.519 -0.199
H 0.719 -2.383 1.034
H 1.211 -1.411 -0.986
H 0.742 -0.863 1.748
H -0.467 -0.751 -1.367
H -2.638 -0.209 -0.112
*
```

# 2
Formula: C4H9N2S
Source: the Open Molecules 2025 dataset
Level of theory: the ωB97M-V functional and the def2-TZVPD basis

## Properties
F_max, eV/Å: 5.26
SMILES: CNCC(=S)C=[NH2+]
Relative energy (zero: lowest compared OMol25 entry of this formula, charge and spin), eV: 3.913
Lowest unoccupied orbital energy, eV: -6.900
HOMO-LUMO gap, eV: 5.14

ORCA input file:
```
! RIJCOSX wB97M-V def2-TZVPD def2/J DEFGRID3
* xyz 1 1
S 2.321 -1.120 -0.492
N -0.785 -0.718 1.087
N 0.878 2.464 -1.069
C 1.434 1.273 -1.226
C 1.167 0.094 -0.568
C -0.385 -0.094 -0.067
C -1.324 -2.052 1.242
H -0.883 -0.536 -0.938
H -0.855 -0.252 2.025
H -1.389 -2.686 0.395
H -0.854 -2.481 2.150
H 0.078 2.694 -0.509
H 1.517 3.170 -1.551
H -0.861 0.843 -0.019
H 2.299 1.258 -1.898
H -2.359 -1.859 1.440
*
```